This record from the Open Molecules 2025 dataset describes a molecular structure, C58H50NO3P2RhTe at a distorted geometry. The level of theory is ωB97M-V/def2-TZVPD.

```
116
Properties=species:S:1:pos:R:3
Rh 0.295 0.850 -0.375
O -2.416 0.380 -0.552
C -2.955 -0.933 -0.808
C -2.001 -1.888 -0.035
O -1.516 -3.000 -0.557
O -1.765 -1.634 1.132
C -4.266 -1.173 -0.071
C -4.890 -0.178 0.666
C -6.068 -0.450 1.344
C -6.628 -1.714 1.290
C -6.004 -2.713 0.559
C -4.823 -2.448 -0.110
C -3.060 -1.124 -2.299
C -1.787 -0.889 -3.065
C -1.871 -1.353 -4.479
C -3.052 -1.670 -5.064
C -4.252 -1.640 -4.330
C -4.227 -1.410 -2.952
H -3.008 1.026 -0.966
H -4.473 0.819 0.716
H -6.560 0.333 1.901
H -7.552 -1.920 1.805
H -6.440 -3.697 0.501
H -4.336 -3.232 -0.670
H -1.543 0.194 -3.086
H -0.946 -1.365 -5.033
H -3.086 -1.956 -6.105
H -5.190 -1.838 -4.817
H -5.154 -1.495 -2.404
C 3.044 0.511 -2.746
N 3.769 -0.007 -1.635
C 3.923 0.824 -0.487
P 2.393 1.053 0.635
C 2.616 -0.141 1.993
C 1.900 -1.329 1.822
C 1.922 -2.313 2.793
C 2.656 -2.112 3.955
C 3.355 -0.929 4.137
C 3.336 0.062 3.167
C 2.692 2.714 1.300
C 3.890 3.152 1.861
C 3.974 4.436 2.372
C 2.881 5.286 2.319
C 1.697 4.868 1.730
C 1.608 3.587 1.219
C 4.501 -1.196 -1.734
C 5.252 -1.488 -2.878
C 6.049 -2.614 -2.916
C 6.094 -3.481 -1.834
C 5.319 -3.219 -0.713
C 4.535 -2.084 -0.656
P 1.159 0.407 -2.536
C 0.606 1.328 -4.001
C 0.790 0.891 -5.308
C 0.298 1.652 -6.354
C -0.363 2.847 -6.103
C -0.539 3.288 -4.798
C -0.063 2.525 -3.750
C 0.743 -1.347 -2.795
C -0.644 -1.562 -2.268
C -1.086 -2.991 -1.942
C -0.030 -4.028 -2.148
C 1.159 -3.735 -2.683
C 1.583 -2.382 -2.956
H 3.289 -0.035 -3.660
H 3.247 1.580 -2.891
H 4.160 1.848 -0.809
H 4.736 0.443 0.137
H 1.333 -1.474 0.900
H 1.364 -3.225 2.650
H 2.677 -2.875 4.719
H 3.917 -0.773 5.045
H 3.875 0.982 3.336
H 4.754 2.503 1.888
H 4.899 4.775 2.811
H 2.956 6.283 2.727
H 0.853 5.537 1.672
H 0.690 3.244 0.729
H 5.263 -0.807 -3.716
H 6.657 -2.806 -3.787
H 6.734 -4.348 -1.862
H 5.326 -3.902 0.122
H 3.924 -1.886 0.212
H 1.309 -0.039 -5.499
H 0.426 1.309 -7.371
H -0.742 3.433 -6.926
H -1.053 4.218 -4.604
H -0.203 2.842 -2.716
H -0.606 -1.017 -1.297
H -1.949 -3.267 -2.570
H -0.310 -5.038 -1.893
H 1.867 -4.522 -2.892
H 2.607 -2.243 -3.264
Te -0.992 0.666 2.020
C -1.116 2.543 3.040
C -0.126 2.858 3.959
C -0.269 3.978 4.760
C -1.395 4.777 4.647
C -2.371 4.472 3.714
C -2.233 3.354 2.908
C -1.939 -0.269 3.689
C -3.289 -0.095 3.928
C -3.845 -0.661 5.064
C -3.052 -1.373 5.947
C -1.701 -1.541 5.692
C -1.137 -0.994 4.552
H 0.748 2.225 4.052
H 0.495 4.213 5.484
H -1.514 5.635 5.291
H -3.249 5.093 3.623
H -3.001 3.110 2.183
H -3.905 0.463 3.239
H -4.900 -0.537 5.259
H -3.488 -1.801 6.836
H -1.081 -2.093 6.381
H -0.083 -1.120 4.343
```

Its energy relative to the best compared isomer or geometry (same formula, charge and spin) is 459.48 kJ/mol. The value obtained for the energy is -3581.29835 Eh. As for the total charge: +2. The HOMO energy comes out at -11.74 eV. The HOMO-LUMO gap is 3.64 eV.

Results of the Löwdin charge analysis, in e, for atoms 1 through 2: number 1, Rh, carries 0.122; number 2, O, carries -0.111